Below is a cluster of 12 separate species, C103H214N12O11 in total, with properties calculated with ωB97M-V/def2-TZVPD.

Last columns: bonded neighbours and bond lengths (Å).
CARTESIAN COORDINATES (ANGSTROEM)
1 C 25.57 20.05 16.40  C2 1.562, H12 1.096, H13 1.073, H14 1.091
2 C 24.42 19.26 17.10  C1 1.562, C3 1.497, C4 1.506, N10 1.545
3 C 24.02 20.04 18.31  C2 1.497, H15 1.096, H16 1.094, H17 1.102
4 C 23.24 19.12 16.18  C2 1.506, C5 1.571, H18 1.087, H19 1.095
5 C 23.48 18.10 15.01  C4 1.571, C6 1.518, H20 1.090, H21 1.098
6 C 23.80 16.78 15.68  C5 1.518, C7 1.537, H22 1.079, H23 1.075
7 C 25.08 16.85 16.53  C6 1.537, C8 1.557, C9 1.545, N10 1.459
8 C 25.25 15.51 17.30  C7 1.557, H24 1.092, H25 1.100, H26 1.082
9 C 26.31 17.12 15.65  C7 1.545, H27 1.098, H28 1.091, H29 1.108
10 N 24.85 17.85 17.57  C2 1.545, C7 1.459, O11 1.438
11 O 26.12 18.16 18.19  N10 1.438, H30 0.966
12 H 25.36 21.13 16.38  C1 1.096
13 H 26.54 19.92 16.83  C1 1.073
14 H 25.63 19.80 15.34  C1 1.091
15 H 24.86 20.16 19.00  C3 1.096
16 H 23.80 21.08 18.03  C3 1.094
17 H 23.14 19.70 18.88  C3 1.102
18 H 22.38 18.68 16.68  C4 1.087
19 H 22.92 20.08 15.75  C4 1.095
20 H 22.59 18.13 14.38  C5 1.090
21 H 24.25 18.51 14.33  C5 1.098
22 H 24.02 16.05 14.92  C6 1.079
23 H 23.05 16.35 16.32  C6 1.075
24 H 26.00 15.56 18.09  C8 1.092
25 H 25.48 14.66 16.65  C8 1.100
26 H 24.29 15.28 17.74  C8 1.082
27 H 27.24 17.15 16.24  C9 1.098
28 H 26.33 18.07 15.11  C9 1.091
29 H 26.41 16.33 14.88  C9 1.108
30 H 25.79 18.06 19.10  O11 0.966
31 C 20.08 12.10 22.67  C32 1.582, H42 1.099, H43 1.094, H44 1.094
32 C 20.97 13.12 23.50  C31 1.582, C33 1.553, C34 1.488, N40 1.514
33 C 21.41 14.24 22.52  C32 1.553, H45 1.077, H46 1.105, H47 1.102
34 C 20.18 13.75 24.59  C32 1.488, C35 1.549, H48 1.096, H49 1.100
35 C 19.83 12.80 25.76  C34 1.549, C36 1.524, H50 1.078, H51 1.093
36 C 21.16 12.39 26.36  C35 1.524, C37 1.546, H52 1.096, H53 1.096
37 C 22.07 11.67 25.33  C36 1.546, C38 1.565, C39 1.507, N40 1.518
38 C 23.52 11.44 25.88  C37 1.565, H54 1.091, H55 1.105, H56 1.084
39 C 21.55 10.31 24.97  C37 1.507, H57 1.098, H58 1.106, H59 1.086
40 N 22.23 12.59 24.13  C32 1.514, C37 1.518, O41 1.459
41 O 22.87 11.78 23.11  N40 1.459, H60 0.960
42 H 19.46 12.65 21.95  C31 1.099
43 H 20.67 11.37 22.10  C31 1.094
44 H 19.38 11.56 23.31  C31 1.094
45 H 22.15 14.87 22.98  C33 1.077
46 H 21.90 13.80 21.63  C33 1.105
47 H 20.62 14.92 22.16  C33 1.102
48 H 20.64 14.59 25.13  C34 1.096
49 H 19.25 14.19 24.20  C34 1.100
50 H 19.18 13.25 26.50  C35 1.078
51 H 19.27 11.94 25.39  C35 1.093
52 H 20.90 11.59 27.06  C36 1.096
53 H 21.72 13.13 26.94  C36 1.096
54 H 23.97 12.41 26.06  C38 1.091
55 H 24.15 10.95 25.12  C38 1.105
56 H 23.49 10.83 26.78  C38 1.084
57 H 20.46 10.22 24.87  C39 1.098
58 H 21.85 9.66 25.82  C39 1.106
59 H 21.98 9.93 24.04  C39 1.086
60 H 23.67 12.30 22.97  O41 0.960
61 C 13.46 13.85 21.89  C62 1.523, H72 1.074, H73 1.090, H74 1.096
62 C 13.54 12.73 20.87  C61 1.523, C63 1.565, C64 1.528, N70 1.467
63 C 14.37 13.27 19.65  C62 1.565, H75 1.106, H76 1.096, H77 1.109
64 C 14.27 11.56 21.53  C62 1.528, C65 1.520, H78 1.082, H79 1.080
65 C 13.38 10.83 22.53  C64 1.520, C66 1.544, H80 1.081, H81 1.091
66 C 12.08 10.45 21.80  C65 1.544, C67 1.515, H82 1.103, H83 1.098
67 C 11.29 11.62 21.22  C66 1.515, C68 1.522, C69 1.509, N70 1.462
68 C 10.17 11.09 20.34  C67 1.522, H84 1.076, H85 1.080, H86 1.089
69 C 10.66 12.36 22.38  C67 1.509, H87 1.091, H88 1.089, H89 1.085
70 N 12.24 12.30 20.34  C62 1.467, C67 1.462, O71 1.481
71 O 11.61 13.56 19.87  N70 1.481, H90 0.964
72 H 13.29 13.55 22.91  C61 1.074
73 H 14.43 14.33 21.96  C61 1.090
74 H 12.77 14.65 21.59  C61 1.096
75 H 14.26 12.60 18.78  C63 1.106
76 H 14.13 14.30 19.36  C63 1.096
77 H 15.46 13.19 19.83  C63 1.109
78 H 14.50 10.87 20.73  C64 1.082
79 H 15.22 11.82 21.96  C64 1.080
80 H 13.88 9.91 22.81  C65 1.081
81 H 13.26 11.43 23.43  C65 1.091
82 H 11.43 9.99 22.56  C66 1.103
83 H 12.26 9.68 21.04  C66 1.098
84 H 10.56 10.53 19.51  C68 1.076
85 H 9.63 11.93 19.95  C68 1.080
86 H 9.51 10.47 20.95  C68 1.089
87 H 10.21 13.29 22.02  C69 1.091
88 H 11.41 12.58 23.14  C69 1.089
89 H 9.86 11.76 22.78  C69 1.085
90 H 11.68 13.53 18.91  O71 0.964
91 C 12.61 23.54 19.90  C92 1.605, H102 1.089, H103 1.087, H104 1.086
92 C 14.16 23.86 20.18  C91 1.605, C93 1.585, C94 1.479, N100 1.438
93 C 14.14 25.31 20.83  C92 1.585, H105 1.092, H106 1.095, H107 1.077
94 C 14.64 23.00 21.28  C92 1.479, C95 1.505, H108 1.097, H109 1.098
95 C 16.13 23.08 21.51  C94 1.505, C96 1.434, H110 1.108, H111 1.100
96 C 16.84 22.91 20.28  C95 1.434, C97 1.522, H112 1.110, H113 1.093
97 C 16.46 23.89 19.18  C96 1.522, C98 1.543, C99 1.545, N100 1.490
98 C 17.04 25.27 19.54  C97 1.543, H114 1.096, H115 1.098, H116 1.094
99 C 17.09 23.41 17.85  C97 1.545, H117 1.094, H118 1.087, H119 1.085
100 N 14.99 23.83 19.01  C92 1.438, C97 1.490, O101 1.446
101 O 14.61 24.88 18.09  N100 1.446, H120 0.948
102 H 12.42 22.51 19.61  C91 1.089
103 H 12.04 23.76 20.80  C91 1.087
104 H 12.29 24.18 19.09  C91 1.086
105 H 13.61 25.98 20.16  C93 1.092
106 H 13.56 25.31 21.76  C93 1.095
107 H 15.09 25.75 21.09  C93 1.077
108 H 14.09 23.23 22.20  C94 1.097
109 H 14.45 21.93 21.10  C94 1.098
110 H 16.35 24.02 22.05  C95 1.108
111 H 16.40 22.28 22.22  C95 1.100
112 H 16.72 21.89 19.85  C96 1.110
113 H 17.89 23.05 20.57  C96 1.093
114 H 18.09 25.35 19.22  C98 1.096
115 H 16.96 25.43 20.62  C98 1.098
116 H 16.52 26.10 19.05  C98 1.094
117 H 17.07 24.17 17.06  C99 1.094
118 H 16.59 22.51 17.51  C99 1.087
119 H 18.13 23.14 17.99  C99 1.085
120 H 14.42 24.32 17.35  O101 0.948
121 C 21.94 23.30 22.11  C122 1.506, H132 1.087, H133 1.098, H134 1.106
122 C 23.40 23.27 22.49  C121 1.506, C123 1.531, C124 1.553, N130 1.524
123 C 24.17 22.24 21.66  C122 1.531, H135 1.100, H136 1.092, H137 1.065
124 C 24.03 24.67 22.25  C122 1.553, C125 1.562, H138 1.096, H139 1.095
125 C 25.47 24.82 22.85  C124 1.562, C126 1.499, H140 1.085, H141 1.088
126 C 25.43 24.51 24.32  C125 1.499, C127 1.561, H142 1.080, H143 1.098
127 C 24.86 23.09 24.63  C126 1.561, C128 1.549, C129 1.520, N130 1.533
128 C 25.90 22.02 24.24  C127 1.549, H144 1.106, H145 1.102, H146 1.105
129 C 24.71 23.03 26.14  C127 1.520, H147 1.105, H148 1.117, H149 1.091
130 N 23.47 23.00 23.98  C122 1.524, C127 1.533, O131 1.447
131 O 23.20 21.59 24.11  N130 1.447, H150 0.961
132 H 21.50 22.35 22.38  C121 1.087
133 H 21.37 24.14 22.54  C121 1.098
134 H 21.87 23.39 21.01  C121 1.106
135 H 23.64 21.28 21.56  C123 1.100
136 H 24.32 22.54 20.63  C123 1.092
137 H 25.13 22.08 22.08  C123 1.065
138 H 24.10 24.79 21.16  C124 1.096
139 H 23.39 25.44 22.69  C124 1.095
140 H 26.10 24.11 22.34  C125 1.085
141 H 25.85 25.83 22.69  C125 1.088
142 H 24.85 25.24 24.86  C126 1.080
143 H 26.44 24.47 24.74  C126 1.098
144 H 25.44 21.06 23.93  C128 1.106
145 H 26.59 21.68 25.03  C128 1.102
146 H 26.57 22.43 23.45  C128 1.105
147 H 24.10 22.17 26.46  C129 1.105
148 H 24.26 23.93 26.63  C129 1.117
149 H 25.70 22.94 26.59  C129 1.091
150 H 22.35 21.73 24.53  O131 0.961
151 C 25.31 13.74 21.39  C152 1.551, H162 1.105, H163 1.099, H164 1.093
152 C 26.10 14.83 22.17  C151 1.551, C153 1.507, C154 1.526, N160 1.491
153 C 27.35 14.14 22.65  C152 1.507, H165 1.091, H166 1.080, H167 1.109
154 C 26.51 15.94 21.21  C152 1.526, C155 1.500, H168 1.096, H169 1.092
155 C 27.01 17.16 21.93  C154 1.500, C156 1.516, H170 1.093, H171 1.097
156 C 25.98 17.57 22.97  C155 1.516, C157 1.521, H172 1.090, H173 1.075
157 C 25.60 16.53 24.01  C156 1.521, C158 1.538, C159 1.535, N160 1.495
158 C 26.84 16.34 24.90  C157 1.538, H174 1.106, H175 1.097, H176 1.087
159 C 24.42 16.99 24.88  C157 1.535, H177 1.103, H178 1.099, H179 1.096
160 N 25.15 15.35 23.20  C152 1.491, C157 1.495, O161 1.411
161 O 24.96 14.27 24.09  N160 1.411, H180 0.980
162 H 24.23 13.94 21.26  C151 1.105
163 H 25.72 13.60 20.38  C151 1.099
164 H 25.45 12.78 21.89  C151 1.093
165 H 27.16 13.74 23.65  C153 1.091
166 H 27.56 13.41 21.89  C153 1.080
167 H 28.23 14.81 22.69  C153 1.109
168 H 27.33 15.60 20.57  C154 1.096
169 H 25.70 16.28 20.57  C154 1.092
170 H 27.97 16.94 22.38  C155 1.093
171 H 27.18 18.00 21.24  C155 1.097
172 H 25.11 17.97 22.46  C156 1.090
173 H 26.40 18.37 23.56  C156 1.075
174 H 27.82 16.48 24.40  C158 1.106
175 H 26.86 15.33 25.34  C158 1.097
176 H 26.91 17.03 25.74  C158 1.087
177 H 24.29 16.17 25.61  C159 1.103
178 H 23.53 17.10 24.25  C159 1.099
179 H 24.63 17.93 25.40  C159 1.096
180 H 23.98 14.27 24.14  O161 0.980
181 C 21.28 20.96 30.59  C182 1.499, H192 1.089, H193 1.105, H194 1.102
182 C 21.37 19.90 29.53  C181 1.499, C183 1.558, C184 1.567, N190 1.447
183 C 22.88 19.56 29.36  C182 1.558, H195 1.082, H196 1.078, H197 1.091
184 C 20.60 18.62 30.01  C182 1.567, C185 1.525, H198 1.088, H199 1.092
185 C 20.31 17.55 28.97  C184 1.525, C186 1.550, H200 1.108, H201 1.094
186 C 19.66 18.25 27.74  C185 1.550, C187 1.550, H202 1.096, H203 1.086
187 C 20.51 19.43 27.21  C186 1.550, C188 1.517, C189 1.553, N190 1.474
188 C 21.68 18.85 26.45  C187 1.517, H204 1.117, H205 1.101, H206 1.083
189 C 19.66 20.18 26.14  C187 1.553, H207 1.083, H208 1.097, H209 1.112
190 N 20.72 20.37 28.32  C182 1.447, C187 1.474, O191 1.458
191 O 21.56 21.43 27.77  N190 1.458, H210 0.956
192 H 20.30 21.41 30.70  C181 1.089
193 H 21.48 20.55 31.60  C181 1.105
194 H 22.03 21.75 30.41  C181 1.102
195 H 23.02 18.63 28.83  C183 1.082
196 H 23.41 20.36 28.87  C183 1.078
197 H 23.34 19.40 30.34  C183 1.091
198 H 21.24 18.18 30.78  C184 1.088
199 H 19.70 18.97 30.51  C184 1.092
200 H 21.17 16.93 28.65  C185 1.108
201 H 19.53 16.90 29.37  C185 1.094
202 H 18.73 18.61 28.17  C186 1.096
203 H 19.42 17.60 26.90  C186 1.086
204 H 22.21 18.01 26.96  C188 1.117
205 H 22.48 19.55 26.16  C188 1.101
206 H 21.28 18.53 25.49  C188 1.083
207 H 20.31 20.83 25.56  C189 1.083
208 H 18.86 20.77 26.60  C189 1.097
209 H 19.14 19.47 25.46  C189 1.112
210 H 21.02 22.21 27.84  O191 0.956
211 C 16.22 15.67 25.57  C212 1.528, H222 1.105, H223 1.094, H224 1.089
212 C 15.37 16.84 26.05  C211 1.528, C213 1.513, C214 1.506, N220 1.490
213 C 13.94 16.41 26.26  C212 1.513, H225 1.090, H226 1.086, H227 1.083
214 C 15.91 17.29 27.39  C212 1.506, C215 1.549, H228 1.105, H229 1.092
215 C 15.34 18.65 27.84  C214 1.549, C216 1.512, H230 1.090, H231 1.087
216 C 15.52 19.72 26.78  C215 1.512, C217 1.493, H232 1.114, H233 1.091
217 C 14.98 19.32 25.45  C216 1.493, C218 1.590, C219 1.530, N220 1.476
218 C 13.40 19.36 25.53  C217 1.590, H234 1.095, H235 1.093, H236 1.099
219 C 15.47 20.33 24.41  C217 1.530, H237 1.097, H238 1.096, H239 1.092
220 N 15.57 18.00 25.14  C212 1.490, C217 1.476, O221 1.440
221 O 15.02 17.64 23.86  N220 1.440, H240 0.968
222 H 16.04 14.78 26.20  C211 1.105
223 H 15.95 15.33 24.56  C211 1.094
224 H 17.28 15.89 25.54  C211 1.089
225 H 13.86 15.62 27.01  C213 1.090
226 H 13.36 17.25 26.63  C213 1.086
227 H 13.47 16.04 25.36  C213 1.083
228 H 15.75 16.56 28.21  C214 1.105
229 H 16.99 17.44 27.31  C214 1.092
230 H 14.30 18.53 28.13  C215 1.090
231 H 15.86 19.01 28.73  C215 1.087
232 H 16.58 20.00 26.55  C216 1.114
233 H 15.05 20.59 27.23  C216 1.091
234 H 12.95 20.32 25.27  C218 1.095
235 H 13.02 19.09 26.53  C218 1.093
236 H 13.04 18.57 24.85  C218 1.099
237 H 15.25 21.34 24.77  C219 1.097
238 H 14.98 20.14 23.44  C219 1.096
239 H 16.53 20.24 24.15  C219 1.092
240 H 15.84 17.65 23.36  O221 0.968
241 C 18.43 19.16 15.86  C242 1.549, H252 1.092, H253 1.091, H254 1.107
242 C 17.31 19.46 14.83  C241 1.549, C243 1.553, C244 1.556, N250 1.460
243 C 15.98 18.79 15.29  C242 1.553, H255 1.091, H256 1.089, H257 1.077
244 C 17.14 21.00 14.84  C242 1.556, C245 1.531, H258 1.096, H259 1.103
245 C 18.21 21.80 14.10  C244 1.531, C246 1.541, H260 1.082, H261 1.096
246 C 18.32 21.19 12.69  C245 1.541, C247 1.505, H262 1.096, H263 1.085
247 C 18.68 19.73 12.71  C246 1.505, C248 1.526, C249 1.554, N250 1.509
248 C 18.62 19.25 11.26  C247 1.526, H264 1.105, H265 1.083, H266 1.098
249 C 20.11 19.53 13.28  C247 1.554, H267 1.092, H268 1.106, H269 1.084
250 N 17.58 19.02 13.46  C242 1.460, C247 1.509, O251 1.429
251 O 18.00 17.66 13.63  N250 1.429, H270 0.972
252 H 19.04 18.27 15.68  C241 1.092
253 H 19.14 19.98 15.89  C241 1.091
254 H 17.97 19.03 16.86  C241 1.107
255 H 15.63 19.40 16.12  C243 1.091
256 H 15.28 18.77 14.46  C243 1.089
257 H 16.10 17.79 15.66  C243 1.077
258 H 16.18 21.26 14.36  C244 1.096
259 H 17.06 21.38 15.88  C244 1.103
260 H 17.96 22.84 13.94  C245 1.082
261 H 19.22 21.78 14.51  C245 1.096
262 H 19.04 21.82 12.16  C246 1.096
263 H 17.36 21.32 12.19  C246 1.085
264 H 18.86 18.18 11.13  C248 1.105
265 H 19.32 19.76 10.62  C248 1.083
266 H 17.63 19.48 10.85  C248 1.098
267 H 20.24 19.88 14.30  C249 1.092
268 H 20.81 20.06 12.61  C249 1.106
269 H 20.37 18.48 13.32  C249 1.084
270 H 17.23 17.18 13.29  O251 0.972
271 C 22.03 9.97 17.07  C272 1.564, H282 1.103, H283 1.083, H284 1.090
272 C 21.19 10.56 18.25  C271 1.564, C273 1.500, C274 1.540, N280 1.444
273 C 20.71 9.42 19.09  C272 1.500, H285 1.103, H286 1.103, H287 1.090
274 C 22.17 11.36 19.13  C272 1.540, C275 1.554, H288 1.086, H289 1.091
275 C 22.53 12.73 18.50  C274 1.554, C276 1.524, H290 1.097, H291 1.083
276 C 21.25 13.39 17.99  C275 1.524, C277 1.516, H292 1.098, H293 1.092
277 C 20.26 12.64 17.13  C276 1.516, C278 1.534, C279 1.517, N280 1.510
278 C 18.91 13.36 17.09  C277 1.534, H294 1.095, H295 1.102, H296 1.098
279 C 20.87 12.42 15.76  C277 1.517, H297 1.092, H298 1.093, H299 1.088
280 N 20.03 11.33 17.84  C272 1.444, C277 1.510, O281 1.428
281 O 19.33 10.52 16.90  N280 1.428, H300 0.963
282 H 22.47 8.98 17.29  C271 1.103
283 H 21.44 9.74 16.18  C271 1.083
284 H 22.84 10.64 16.81  C271 1.090
285 H 21.55 8.88 19.57  C273 1.103
286 H 20.00 9.73 19.87  C273 1.103
287 H 20.26 8.61 18.51  C273 1.090
288 H 21.74 11.56 20.11  C274 1.086
289 H 22.99 10.65 19.23  C274 1.091
290 H 22.95 13.30 19.34  C275 1.097
291 H 23.31 12.61 17.75  C275 1.083
292 H 21.57 14.23 17.36  C276 1.098
293 H 20.77 13.79 18.89  C276 1.092
294 H 18.98 14.30 16.54  C278 1.095
295 H 18.54 13.57 18.11  C278 1.102
296 H 18.15 12.81 16.51  C278 1.098
297 H 21.95 12.30 15.85  C279 1.092
298 H 20.71 13.29 15.12  C279 1.093
299 H 20.53 11.58 15.16  C279 1.088
300 H 18.48 10.49 17.35  O281 0.963
301 C 17.01 18.06 19.77  C302 1.567, H312 1.074, H313 1.089, H314 1.103
302 C 17.91 17.05 20.57  C301 1.567, C303 1.527, C304 1.541, N310 1.435
303 C 16.95 16.03 21.18  C302 1.527, H315 1.098, H316 1.100, H317 1.089
304 C 18.80 16.38 19.51  C302 1.541, C305 1.485, H318 1.098, H319 1.096
305 C 19.93 17.23 19.04  C304 1.485, C306 1.515, H320 1.098, H321 1.102
306 C 20.73 17.75 20.22  C305 1.515, C307 1.531, H322 1.076, H323 1.095
307 C 19.90 18.57 21.21  C306 1.531, C308 1.537, C309 1.560, N310 1.520
308 C 20.70 18.70 22.51  C307 1.537, H324 1.098, H325 1.099, H326 1.085
309 C 19.50 19.96 20.61  C307 1.560, H327 1.092, H328 1.087, H329 1.091
310 N 18.73 17.67 21.57  C302 1.435, C307 1.520, O311 1.448
311 O 17.93 18.36 22.55  N310 1.448, H330 0.970
312 H 17.59 18.66 19.09  C301 1.074
313 H 16.22 17.61 19.19  C301 1.089
314 H 16.44 18.78 20.38  C301 1.103
315 H 17.52 15.52 21.97  C303 1.098
316 H 16.09 16.51 21.66  C303 1.100
317 H 16.59 15.27 20.48  C303 1.089
318 H 19.13 15.39 19.84  C304 1.098
319 H 18.16 16.19 18.63  C304 1.096
320 H 20.61 16.72 18.35  C305 1.098
321 H 19.62 18.08 18.41  C305 1.102
322 H 21.58 18.33 19.91  C306 1.076
323 H 21.16 16.92 20.78  C306 1.095
324 H 21.58 19.36 22.48  C308 1.098
325 H 21.05 17.71 22.85  C308 1.099
326 H 20.05 19.09 23.29  C308 1.085
327 H 18.99 20.47 21.42  C309 1.092
328 H 18.93 19.89 19.68  C309 1.087
329 H 20.44 20.48 20.43  C309 1.091
330 H 17.54 19.05 21.98  O311 0.970
331 C 15.88 14.31 16.48  C332 1.439, C335 1.374, H336 1.088
332 C 16.40 15.04 15.34  C331 1.439, C333 1.371, H337 1.073
333 C 15.82 14.52 14.21  C332 1.371, N334 1.393, H338 1.082
334 N 14.92 13.54 14.63  C333 1.393, C335 1.386, H339 0.999
335 C 14.91 13.46 16.01  C331 1.374, N334 1.386, H340 1.074
336 H 16.16 14.34 17.53  C331 1.088
337 H 17.08 15.86 15.34  C332 1.073
338 H 16.02 14.77 13.18  C333 1.082
339 H 14.47 12.89 14.01  N334 0.999
340 H 14.34 12.77 16.60  C335 1.074

Properties
Lowest unoccupied orbital energy = 0.439 eV
SMILES string = CC1(C)CCCC(C)(C)N1O.CC1(C)CCCC(C)(C)N1O.CC1(C)CCCC(C)(C)N1O.CC1(C)CCCC(C)(C)N1O.CC1(C)CCCC(C)(C)N1O.CC1(C)CCCC(C)(C)N1O.CC1(C)CCCC(C)(C)N1O.CC1(C)CCCC(C)(C)N1O.CC1(C)CCCC(C)(C)N1O.CC1(C)CCCC(C)(C)N1O.CC1(C)CCCC(C)(C)N1O.c1cc[nH]c1
Max |F| = 3.4 eV/Å
E_tot = -150673.2211 eV